The following is a DFT calculation (ωB97M-V/def2-TZVPD) of a molecular structure, C2H5IO2 in a non-equilibrium geometry.

```
10
Properties=species:S:1:pos:R:3:forces:R:3
C 0.646 0.613 -0.309 -0.542 -2.936 4.454
C -0.564 -0.725 0.390 1.826 2.709 -2.463
O 0.448 1.826 0.282 -0.641 0.883 -0.326
O -0.250 -1.936 -0.137 0.018 0.250 -1.382
I -2.612 -0.072 -0.099 0.441 -0.023 -0.007
H 0.270 0.514 -1.260 -0.283 0.381 -2.457
H 1.689 0.272 -0.078 -1.069 -0.343 -0.742
H -0.568 -0.770 1.421 0.167 -0.019 2.139
H 1.154 2.035 0.895 0.026 -0.149 0.077
H -0.214 -1.758 -1.105 0.058 -0.754 0.708
```
Positions in Å, forces in eV/Å.

The value obtained for the frontier orbital gap is 9.499 eV. The calculation puts the molecular weight at 188.0 u. As for the calculated total energy: -527.30464 hartree. As for the net charge: 0. As for the lowest unoccupied orbital energy: 0.58 eV. The calculation puts the energy relative to the best compared isomer or geometry (same formula, charge and spin) at 46.7 kcal/mol. The spin multiplicity is 1.

Löwdin atomic charge list, values in e, 2 entries: C -0.1910; C -0.6986